Arrangement 1

DFT (the ωB97M-V functional and the def2-TZVPD basis) results for an isolated molecule of C6H9FS.

The gap between HOMO and LUMO comes out at 0.27938 Ha. The LUMO energy is -1.0 eV. Its SMILES is CC/C=C(/C=S)CF. As for the net charge: 0.

Each line ends with the natural charge from an NBO analysis.
CARTESIAN COORDINATES (ANGSTROEM)
C  2.3061  0.4982  -0.4641  -0.593
C  1.3545  -0.2272  0.4718  -0.463
C  0.0867  0.5459  0.5464  0.022
C  -1.1254  0.0431  0.2674  -0.213
C  -1.2991  -1.1852  -0.7138  0.025
C  -2.3303  0.5770  0.6907  -0.265
H  3.2249  -0.1018  -0.4985  0.208
H  2.5802  1.4908  -0.1158  0.205
H  1.9624  0.5566  -1.4926  0.217
H  1.9413  -0.3084  1.3919  0.237
H  1.0426  -1.1221  -0.0140  0.216
H  0.1077  1.5403  0.9766  0.217
H  -2.3339  -1.0914  -1.0864  0.175
H  -1.2172  -2.2379  -0.2584  0.186
H  -3.2915  0.2255  0.3125  0.209
F  -0.5144  -0.9609  -1.8558  -0.371
S  -2.4949  1.7576  1.8422  -0.012

=====

Arrangement 2

DFT (the ωB97M-V functional and the def2-TZVPD basis) results for an isolated molecule of C6H9FS.

The gap between HOMO and LUMO comes out at 0.31910 Ha. The LUMO energy is 0.1 eV. Its SMILES is F[C@@H]1CCCC(=S)C1. As for the net charge: 0.

Each line ends with the natural charge from an NBO analysis.
CARTESIAN COORDINATES (ANGSTROEM)
C  0.5662  0.2702  1.5434  0.199
C  1.7772  0.8293  0.8517  -0.440
C  1.7913  0.5121  -0.6337  -0.412
C  0.3123  0.6076  -1.1625  -0.505
C  -0.5256  -0.5500  -0.5916  -0.027
C  0.0064  -0.9033  0.7917  -0.544
H  0.7497  0.1001  2.5861  0.187
H  1.8447  1.9453  0.9649  0.232
H  2.6871  0.4626  1.3593  0.216
H  2.3445  1.2268  -1.1929  0.221
H  2.3029  -0.4035  -0.8825  0.209
H  0.2068  0.5342  -2.2583  0.234
H  -0.2261  1.5250  -0.8929  0.257
H  -0.8488  -1.3728  1.3188  0.246
H  0.7771  -1.6791  0.7124  0.241
F  -0.4036  1.2947  1.4449  -0.386
S  -1.8607  -1.1616  -1.2195  0.072

=====

In terms of stability, arrangement 2 leads; the second structure lies 1.498 eV higher.

=====

Arrangement 1

DFT (the ωB97M-V functional and the def2-TZVPD basis) results for an isolated molecule of C2H5NSi.

The gap between HOMO and LUMO comes out at 0.44534 Ha. The LUMO energy is 0.7 eV. Its SMILES is N#CC[SiH3]. As for the net charge: 0.

Each line ends with the natural charge from an NBO analysis.
CARTESIAN COORDINATES (ANGSTROEM)
C  -1.8004  0.1760  -0.0849  0.289
C  -0.3090  0.7818  0.0828  -0.875
N  -2.8308  -0.2531  -0.1524  -0.346
Si  1.0486  -0.6051  -0.0597  0.854
H  -0.1519  1.2085  0.9844  0.244
H  -0.0487  1.5567  -0.7474  0.270
H  2.2209  0.1578  -0.3406  -0.163
H  0.4619  -1.8056  -0.9411  -0.116
H  1.4094  -1.2171  1.2589  -0.157

=====

Arrangement 2

DFT (the ωB97M-V functional and the def2-TZVPD basis) results for a cluster of 2 separate species, C2H5NSi in total.

The gap between HOMO and LUMO (spin up / spin down) comes out at 0.28554 / 0.29183 Ha. The LUMO energy (spin up / spin down) is -2.7 / -2.6 eV. As for the net charge: 0.

Each line ends with the natural charge from an NBO analysis.
CARTESIAN COORDINATES (ANGSTROEM)
C  -3.3174  0.0205  -0.0395  -0.416
C  -2.1593  -0.1563  0.2345  0.062
N  0.0903  -1.1426  0.1577  -0.914
Si  1.3003  0.0399  0.1338  1.069
H  -4.1810  0.5860  0.0786  0.234
H  -0.3034  -1.7909  -0.6134  0.430
H  1.6480  0.8137  1.4311  -0.147
H  0.9757  1.1243  -0.7477  -0.187
H  2.4980  -0.8858  -0.5213  -0.132

=====

Arrangement 3

DFT (the ωB97M-V functional and the def2-TZVPD basis) results for an isolated molecule of C2H5NSi.

The gap between HOMO and LUMO comes out at 0.44934 Ha. The LUMO energy is 0.4 eV. Its SMILES is N#CC[SiH3]. As for the net charge: 0.

Each line ends with the natural charge from an NBO analysis.
CARTESIAN COORDINATES (ANGSTROEM)
C  0.2724  -1.6361  1.0500  0.284
C  -0.6249  -0.1870  0.5850  -0.861
N  1.0738  -2.4167  1.2337  -0.358
Si  0.1576  0.7500  -0.8699  0.880
H  -0.5871  0.6121  1.4577  0.274
H  -1.6303  -0.3977  0.4753  0.246
H  -0.6614  1.1849  -2.0772  -0.141
H  1.2166  0.0218  -1.3482  -0.170
H  0.7832  2.0686  -0.5065  -0.155

=====

In terms of stability, arrangement 1 leads; the second structure lies 0.632 eV higher.

=====

Arrangement 1

DFT (the ωB97M-V functional and the def2-TZVPD basis) results for a cluster of 2 separate species, C2H2FO3S in total.

The gap between HOMO and LUMO (spin up / spin down) comes out at 0.28381 / 0.28387 Ha. The LUMO energy (spin up / spin down) is 3.3 / 3.3 eV. As for the net charge: -1.

Each line ends with the natural charge from an NBO analysis.
CARTESIAN COORDINATES (ANGSTROEM)
C  -1.4168  -0.0613  -1.7487  -0.228
C  -0.7051  -0.9562  1.4213  0.453
O  1.7793  1.3787  1.0024  -0.957
O  -0.2312  -0.3778  0.4117  -0.754
O  1.7400  0.4583  -1.2185  -0.953
F  0.2405  -1.2609  2.4164  -0.440
S  1.7539  0.1890  0.1972  1.700
H  -0.9805  0.9327  -1.4922  0.095
H  -2.1800  -0.3026  -0.9896  0.084

=====

Arrangement 2

DFT (the ωB97M-V functional and the def2-TZVPD basis) results for a cluster of 2 separate species, C2H2FO3S in total.

The gap between HOMO and LUMO (spin up / spin down) comes out at 0.34583 / 0.19609 Ha. The LUMO energy (spin up / spin down) is 3.8 / 2.3 eV. As for the net charge: -1.

Each line ends with the natural charge from an NBO analysis.
CARTESIAN COORDINATES (ANGSTROEM)
C  2.0208  -0.3258  0.8724  -0.675
C  0.9098  -0.9281  0.6328  0.380
O  -2.7133  1.1712  0.4659  -0.963
O  -2.5516  -0.4387  -1.4648  -0.960
O  -1.4425  1.7495  -1.5817  -0.975
F  0.7328  -1.9024  -0.2758  -0.348
S  -2.0278  0.6848  -0.7118  2.110
H  1.9383  0.5941  1.5749  0.229
H  3.1335  -0.6047  0.4881  0.203

=====

Arrangement 3

DFT (the ωB97M-V functional and the def2-TZVPD basis) results for a cluster of 2 separate species, C2H2FO3S in total.

The gap between HOMO and LUMO (spin up / spin down) comes out at 0.25395 / 0.24755 Ha. The LUMO energy (spin up / spin down) is 2.6 / 2.6 eV. As for the net charge: -1.

Each line ends with the natural charge from an NBO analysis.
CARTESIAN COORDINATES (ANGSTROEM)
C  1.3538  1.3047  -0.9061  0.663
C  0.0636  -0.2101  0.7564  -0.635
O  -2.6511  0.0709  0.8231  -0.975
O  1.0299  2.0390  -1.7877  -0.621
O  -1.6733  -1.8103  -0.6030  -0.964
F  2.4621  0.4178  -1.1328  -0.453
S  -1.5895  -1.0388  0.6405  1.604
H  0.1861  0.1722  1.7818  0.185
H  0.8185  -0.9454  0.4278  0.196

=====

In terms of stability, arrangement 3 leads; the second structure lies 0.686 eV higher.

=====

Arrangement 1

DFT (the ωB97M-V functional and the def2-TZVPD basis) results for a structure of composition C9H11O3.

The gap between HOMO and LUMO comes out at 0.27078 Ha. The LUMO energy is 3.3 eV. As for the net charge: -1.

Each line ends with the natural charge from an NBO analysis.
CARTESIAN COORDINATES (ANGSTROEM)
C  -3.0476  1.6099  0.7188  -0.741
C  -3.8724  0.4906  1.3500  0.792
O  -3.3918  -0.7138  1.3307  -0.728
O  -4.9100  0.7814  1.9387  -0.692
H  -2.2980  1.8119  1.4616  0.220
H  -3.6423  2.4748  0.4541  0.209
H  -2.6044  1.2430  -0.2104  0.236
C  3.9830  -0.2960  -0.7139  -0.612
C  -0.3559  -0.6382  -0.3460  0.374
C  0.5266  -0.9786  0.7145  -0.313
C  0.2545  -0.0649  -1.4767  -0.317
C  1.8993  -0.9712  0.5215  -0.187
C  1.6061  0.2439  -1.4550  -0.191
C  2.4972  -0.2456  -0.5097  -0.137
O  -1.6197  -0.9404  -0.2858  -0.791
H  -2.4488  -0.8326  0.6838  0.506
H  0.1256  -1.2906  1.6709  0.202
H  -0.3517  0.1326  -2.3513  0.203
H  2.4787  -1.5436  1.2282  0.183
H  2.0193  0.7692  -2.3134  0.183
H  4.5218  -0.8134  0.0790  0.205
H  4.3754  0.7055  -0.9249  0.202
H  4.2550  -0.9338  -1.5646  0.195

=====

Arrangement 2

DFT (the ωB97M-V functional and the def2-TZVPD basis) results for a cluster of 2 separate species, C9H11O3 in total.

The gap between HOMO and LUMO comes out at 0.25290 Ha. The LUMO energy is 3.5 eV. As for the net charge: -1.

Each line ends with the natural charge from an NBO analysis.
CARTESIAN COORDINATES (ANGSTROEM)
C  0.6333  -2.8485  -2.1754  -0.612
C  -1.3944  0.2473  0.2401  0.407
C  -1.4287  -1.1539  0.5598  -0.359
C  -0.5260  0.5634  -0.8710  -0.389
C  -0.6344  -2.0281  -0.1392  -0.181
C  0.0867  -0.4210  -1.6291  -0.175
C  0.0737  -1.8134  -1.3188  -0.180
O  -1.9194  1.1061  0.9970  -0.804
H  -1.1329  2.5894  1.5837  0.523
H  -1.9759  -1.3712  1.4838  0.204
H  -0.4984  1.5819  -1.2354  0.200
H  -0.6375  -3.0745  0.1832  0.172
H  0.7177  -0.0394  -2.4440  0.177
H  0.9110  -3.7472  -1.6218  0.198
H  1.6024  -2.4151  -2.4912  0.206
H  -0.0129  -3.2540  -2.9674  0.197
C  1.0788  1.8111  1.4551  -0.804
C  0.6511  3.0420  2.0773  0.772
O  1.3247  4.0447  2.2946  -0.622
O  -0.6843  3.2737  2.1623  -0.708
H  0.5833  0.8856  1.8260  0.258
H  2.1369  1.5173  1.6263  0.224
H  1.0451  1.5039  0.4038  0.296

=====

In terms of stability, arrangement 1 leads; the second structure lies 0.949 eV higher.

=====

Arrangement 1

DFT (the ωB97M-V functional and the def2-TZVPD basis) results for an isolated molecule of C3H6O5.

The gap between HOMO and LUMO comes out at 0.38244 Ha. The LUMO energy is 0.2 eV. Its SMILES is CO[C@H](O)C(=O)OO. As for the net charge: 0.

Each line ends with the natural charge from an NBO analysis.
CARTESIAN COORDINATES (ANGSTROEM)
C  0.0187  1.0421  -0.4020  0.308
C  -1.9869  -0.4942  0.2507  -0.250
C  0.7941  -0.1555  0.1904  0.726
O  2.1281  -0.0398  -0.2761  -0.274
O  -1.1837  0.1457  -0.7278  -0.587
O  3.0316  -0.5702  0.7506  -0.406
O  0.4701  1.5570  -1.6059  -0.659
O  0.5860  -0.8395  1.1930  -0.584
H  2.4463  -1.2881  1.0786  0.474
H  0.4246  0.8277  -2.2507  0.492
H  -0.1068  1.8361  0.3373  0.203
H  -3.0330  -0.4275  -0.0561  0.187
H  -1.7080  -1.5513  0.2776  0.184
H  -1.8809  -0.0426  1.2405  0.184

=====

Arrangement 2

DFT (the ωB97M-V functional and the def2-TZVPD basis) results for a cluster of 2 separate species, C3H6O5 in total.

The gap between HOMO and LUMO comes out at 0.40929 Ha. The LUMO energy is 0.6 eV. Its SMILES is CC(=O)O.O=C(O)O. As for the net charge: 0.

Each line ends with the natural charge from an NBO analysis.
CARTESIAN COORDINATES (ANGSTROEM)
C  0.4550  -0.9485  -0.0115  0.819
C  -0.4277  -1.4321  1.0991  -0.734
C  -0.4866  1.4876  -0.6144  1.006
O  0.0445  -0.7048  -1.1546  -0.641
O  1.7562  -1.1287  0.2305  -0.672
O  0.5548  1.6419  0.3458  -0.731
O  -0.0135  1.7580  -1.8300  -0.665
O  -1.6395  1.4211  -0.2842  -0.632
H  2.2779  -0.8537  -0.5428  0.502
H  0.1640  1.8547  1.2048  0.499
H  -0.7093  1.5545  -2.4786  0.508
H  0.1347  -1.5324  2.0241  0.231
H  -0.8571  -2.3911  0.8083  0.253
H  -1.2535  -0.7266  1.2034  0.256

=====

In terms of stability, arrangement 2 leads; the second structure lies 5.049 eV higher.

=====

Arrangement 1

DFT (the ωB97M-V functional and the def2-TZVPD basis) results for a cluster of 2 separate species, CH3O4PS in total.

The gap between HOMO and LUMO comes out at 0.17080 Ha. The LUMO energy is 6.4 eV. As for the net charge: -2.

Each line ends with the natural charge from an NBO analysis.
CARTESIAN COORDINATES (ANGSTROEM)
C  -0.6923  -1.5722  0.7894  -0.769
O  3.0899  -1.8203  2.3444  -1.127
O  1.1135  -3.2568  3.0351  -1.140
O  1.0928  -0.7566  3.6279  -1.155
O  1.3215  -2.6072  -0.7179  -1.096
P  1.7194  -1.9289  2.9264  2.410
S  0.1506  -1.6119  -0.8468  0.353
H  -1.4743  -2.3316  0.9105  0.166
H  -1.1864  -0.6353  0.8593  0.183
H  0.2544  -1.7969  1.4460  0.176

=====

Arrangement 2

DFT (the ωB97M-V functional and the def2-TZVPD basis) results for a structure of composition CH3O4PS.

The gap between HOMO and LUMO comes out at 0.17273 Ha. The LUMO energy is 6.3 eV. As for the net charge: -2.

Each line ends with the natural charge from an NBO analysis.
CARTESIAN COORDINATES (ANGSTROEM)
C  -2.5089  1.9281  -0.1148  -0.785
O  -4.9027  0.6676  -0.5460  -1.191
O  -3.6168  -0.1779  1.5293  -1.152
O  -3.0686  -1.1511  -0.7763  -1.132
O  -0.1624  0.6032  -0.6270  -1.091
P  -3.7665  -0.1391  0.0922  2.419
S  -0.6621  1.8826  0.1869  0.318
H  -2.7459  2.8246  -0.5993  0.194
H  -3.1124  2.0262  0.8479  0.232
H  -2.7498  1.0771  -0.7247  0.189

=====

In terms of stability, arrangement 1 leads; the second structure lies 0.649 eV higher.